{
  "formula": "C20H35IN2O8P2",
  "method": "the ωB97M-V functional and the def2-TZVPD basis",
  "elements": ["I", "C", "C", "C", "C", "C", "N", "C", "C", "N", "C", "H", "H", "H", "H", "H", "O", "P", "O", "C", "C", "O", "C", "C", "O", "C", "C", "H", "H", "H", "H", "H", "H", "H", "H", "H", "H", "H", "H", "H", "H", "H", "O", "P", "O", "C", "C", "O", "C", "C", "O", "C", "C", "H", "H", "H", "H", "H", "H", "H", "H", "H", "H", "H", "H", "H", "H", "H"],
  "coordinates": [[-1.9696, -1.9213, 3.0343], [-2.2260, 0.1337, 2.7080], [-1.1540, 0.9067, 2.3839], [-1.3188, 2.2915, 2.1384], [-2.5547, 2.8457, 2.2636], [-3.6834, 2.0661, 2.5979], [-4.8993, 2.6809, 2.6695], [-5.8866, 1.8854, 2.9721], [-5.7294, 0.4901, 3.1735], [-4.5854, -0.1316, 3.1061], [-3.5328, 0.6815, 2.8177], [-0.1861, 0.4316, 2.2966], [-0.4740, 2.9062, 1.8599], [-2.7071, 3.9034, 2.0896], [-6.8799, 2.3162, 3.0467], [-6.6124, -0.1022, 3.3941], [3.2074, 2.2589, 0.5621], [4.2321, 3.1622, 1.1201], [3.5301, 4.5936, 1.3880], [2.5331, 4.6903, 2.4098], [3.0932, 4.4645, 3.8015], [5.1420, 3.5048, -0.1796], [4.9246, 2.8926, -1.4487], [3.9747, 3.7107, -2.2986], [5.4345, 3.3069, 2.1572], [6.8348, 3.1837, 1.8352], [7.4297, 4.5039, 1.3998], [1.7303, 3.9779, 2.1984], [2.1135, 5.6931, 2.3440], [3.4637, 3.4436, 3.9192], [2.3223, 4.6318, 4.5543], [3.9295, 5.1360, 3.9934], [4.5750, 1.8676, -1.3354], [5.8991, 2.8347, -1.9390], [3.0675, 3.9642, -1.7506], [3.6989, 3.1667, -3.2027], [4.4456, 4.6510, -2.5902], [6.9932, 2.3974, 1.0998], [7.3291, 2.8593, 2.7513], [6.8359, 5.0010, 0.6379], [8.4378, 4.3463, 1.0150], [7.4862, 5.1894, 2.2473], [-4.4803, -3.6600, -3.2873], [-3.2804, -4.4965, -3.0986], [-3.5878, -5.5383, -1.9015], [-4.5641, -6.5658, -2.1055], [-4.1473, -7.5776, -3.1560], [-2.2539, -3.4779, -2.3632], [-2.5654, -2.1043, -2.1380], [-3.2214, -1.9046, -0.7881], [-2.1276, -5.3295, -3.8248], [-0.7984, -4.8455, -4.1003], [0.1425, -5.0961, -2.9433], [-5.5210, -6.1076, -2.3706], [-4.6892, -7.0623, -1.1442], [-4.0768, -7.1171, -4.1441], [-4.8746, -8.3880, -3.2134], [-3.1680, -7.9949, -2.9228], [-3.1790, -1.7040, -2.9438], [-1.6188, -1.5596, -2.1700], [-4.0548, -2.5915, -0.6407], [-3.5883, -0.8818, -0.6839], [-2.5054, -2.0969, 0.0126], [-0.8227, -3.7973, -4.3919], [-0.4462, -5.4039, -4.9684], [-0.2663, -4.7685, -1.9915], [1.0883, -4.5817, -3.1172], [0.3429, -6.1647, -2.8454]],
  "forces_ev_per_a": [[0.06, 0.19, 0.06], [-0.16, -0.37, 0.09], [0.19, -0.04, -0.14], [-0.13, -0.28, 0.19], [0.03, 0.44, -0.15], [0.10, 0.18, -0.13], [0.04, -0.45, 0.22], [-0.15, 0.13, -0.14], [-0.28, -0.25, 0.13], [-0.14, 0.70, -0.08], [0.36, -0.32, -0.02], [0.08, 0.17, -0.03], [0.06, -0.09, 0.00], [-0.08, -0.02, 0.01], [0.03, 0.02, 0.00], [0.05, -0.03, 0.01], [0.22, -1.45, 2.37], [0.70, 3.42, -3.99], [0.14, -0.50, 0.58], [-0.28, 0.02, 0.23], [0.13, -0.11, -0.03], [0.22, -0.07, 0.38], [-0.12, -0.06, -0.39], [0.01, 0.23, 0.01], [-0.95, -1.26, 0.68], [0.46, -0.33, 0.01], [-0.17, 0.37, 0.19], [0.03, 0.00, -0.04], [0.08, 0.02, -0.18], [-0.05, 0.00, 0.03], [-0.03, 0.02, -0.04], [-0.03, 0.05, 0.00], [-0.15, 0.06, 0.17], [0.06, 0.10, 0.13], [-0.03, -0.18, 0.05], [0.02, -0.01, 0.00], [0.00, -0.01, -0.03], [-0.16, 0.08, -0.13], [-0.21, -0.06, 0.08], [-0.02, -0.20, -0.14], [0.01, -0.04, 0.04], [0.08, -0.06, 0.03], [-0.26, -1.23, -2.50], [1.76, 1.70, 4.73], [-0.01, -0.23, -0.78], [-0.29, -0.16, 0.00], [0.13, 0.10, -0.10], [0.19, -0.27, -0.32], [-0.14, 0.37, 0.18], [0.08, -0.11, 0.18], [-1.29, -0.03, -1.15], [0.34, 0.21, -0.38], [-0.07, -0.37, 0.24], [0.03, 0.04, 0.01], [0.08, 0.12, 0.06], [-0.05, -0.03, 0.00], [-0.03, 0.02, 0.04], [-0.02, -0.03, 0.04], [-0.14, -0.20, -0.01], [0.08, -0.16, 0.00], [-0.08, 0.05, -0.17], [0.02, 0.01, -0.01], [-0.03, 0.04, -0.04], [-0.12, 0.05, 0.17], [-0.22, -0.05, -0.04], [-0.06, 0.22, -0.09], [0.00, -0.01, -0.05], [0.06, 0.01, -0.08]],
  "smiles": "CCOP(=O)(OCC)OCC.CCOP(=O)(OCC)OCC.Ic1cccc2nccnc12",
  "spin_multiplicity": 1,
  "max_force_ha_per_bohr": 0.1035,
  "orbital_gap_ev": 8.34,
  "total_charge": 0
}



{
  "formula": "C20H35N3O3S3SiTi",
  "method": "the ωB97M-V functional and the def2-TZVPD basis",
  "elements": ["Ti", "C", "S", "C", "S", "N", "N", "C", "C", "C", "C", "C", "C", "N", "H", "H", "H", "H", "H", "H", "H", "H", "C", "C", "C", "C", "O", "Si", "S", "O", "C", "C", "C", "C", "O", "C", "C", "C", "C", "H", "H", "H", "H", "H", "H", "H", "H", "H", "H", "H", "H", "H", "H", "H", "H", "H", "H", "H", "H", "H", "H", "H", "H", "H", "H", "H"],
  "coordinates": [[-0.3909, -0.0681, -0.1040], [-2.0284, -3.8130, 3.7590], [-1.5223, -4.1308, 2.0538], [-1.3601, -2.5354, 1.4267], [-0.8080, -2.4342, -0.2289], [-1.6309, -1.5020, 2.1604], [-1.3635, -0.3109, 1.5496], [-1.9708, 0.7511, 2.0445], [-1.7100, 1.9720, 1.3700], [-2.2481, 3.2182, 1.7118], [-1.8668, 4.3306, 1.0030], [-0.9378, 4.1965, -0.0375], [-0.4680, 2.9479, -0.3542], [-0.8608, 1.8392, 0.3059], [-2.0222, -4.7837, 4.2486], [-3.0283, -3.3887, 3.7733], [-1.3191, -3.1410, 4.2327], [-2.6284, 0.6569, 2.8988], [-2.9476, 3.2811, 2.5343], [-2.2687, 5.3036, 1.2501], [-0.5946, 5.0599, -0.5884], [0.2491, 2.8042, -1.1543], [-1.0947, 1.5693, -3.6599], [-1.1189, 0.2193, -2.9529], [-0.9154, -0.9275, -3.9326], [-2.4430, 0.0508, -2.1943], [-0.0501, 0.1762, -1.9411], [1.6812, 0.1930, -2.0496], [1.9324, -0.0202, 0.0613], [2.2577, -0.9289, -3.0264], [2.8648, -2.2519, -3.0110], [2.0411, -3.1943, -2.1533], [2.8878, -2.7002, -4.4643], [4.2784, -2.1202, -2.4616], [1.9629, 1.6662, -2.6264], [3.1167, 2.2665, -3.2739], [3.1393, 1.8176, -4.7304], [2.9039, 3.7686, -3.1624], [4.3886, 1.8458, -2.5503], [-1.7796, 1.5425, -4.5062], [-0.0939, 1.7901, -4.0276], [-1.4072, 2.3686, -2.9867], [-1.7782, -1.0085, -4.5914], [-0.8042, -1.8659, -3.3865], [-0.0228, -0.7614, -4.5366], [-3.2713, 0.1280, -2.8958], [-2.5753, 0.8456, -1.4507], [-2.5040, -0.9292, -1.7194], [1.0111, -3.2396, -2.5077], [2.0429, -2.8641, -1.1143], [2.4618, -4.1989, -2.1980], [1.8743, -2.8064, -4.8532], [3.3956, -3.6610, -4.5485], [3.4233, -1.9704, -5.0724], [4.2572, -1.7210, -1.4457], [4.8764, -1.4616, -3.0924], [4.7541, -3.1004, -2.4402], [2.2508, 2.1705, -5.2569], [3.1696, 0.7291, -4.7820], [4.0214, 2.2164, -5.2314], [1.9654, 4.0558, -3.6393], [3.7197, 4.3012, -3.6505], [2.8698, 4.0651, -2.1127], [4.5697, 0.7777, -2.6811], [4.3091, 2.0568, -1.4822], [5.2393, 2.3930, -2.9544]],
  "forces_ev_per_a": [[1.66, -1.76, -0.66], [0.02, 0.03, -0.23], [-0.03, -0.06, 0.07], [0.09, 0.21, -0.08], [-0.21, -0.09, 0.22], [-0.25, -0.29, 0.63], [-1.20, 0.51, 1.87], [0.01, -0.98, 0.15], [0.20, 0.76, -0.50], [0.00, -0.42, 0.20], [0.20, 0.08, -0.25], [-0.22, 0.14, 0.23], [0.10, -0.13, -0.15], [-0.70, 1.46, 0.85], [-0.01, 0.00, 0.03], [0.01, 0.02, 0.07], [-0.02, -0.02, 0.05], [-0.03, 0.01, -0.01], [0.02, 0.02, 0.00], [0.00, 0.00, 0.02], [0.02, -0.03, -0.02], [0.00, -0.05, 0.00], [0.23, -0.11, 0.15], [-0.77, 0.06, -0.67], [0.23, 0.06, 0.26], [0.37, -0.05, -0.06], [0.38, 0.32, -2.20], [0.38, -0.15, 0.83], [-0.02, 0.12, -0.56], [-0.16, 0.06, -0.07], [0.16, -0.15, -0.04], [-0.01, 0.14, 0.02], [-0.01, 0.07, 0.06], [-0.11, 0.08, -0.02], [-0.11, 0.18, -0.08], [0.12, 0.11, -0.12], [-0.05, -0.03, 0.14], [-0.04, -0.09, 0.04], [-0.17, -0.05, 0.05], [-0.05, -0.01, 0.02], [-0.03, 0.02, -0.04], [0.02, 0.03, -0.02], [-0.02, 0.04, -0.01], [-0.02, -0.03, -0.06], [-0.01, -0.05, -0.01], [-0.02, 0.06, 0.00], [-0.04, 0.02, -0.02], [-0.05, 0.00, 0.01], [-0.02, -0.03, -0.02], [-0.03, -0.04, 0.03], [0.00, 0.00, 0.00], [0.00, 0.00, 0.00], [-0.02, -0.01, -0.01], [0.00, -0.02, -0.02], [0.02, -0.02, 0.00], [0.01, -0.02, 0.00], [0.03, 0.01, 0.02], [0.01, 0.00, 0.00], [0.03, 0.01, -0.04], [-0.01, 0.02, -0.02], [0.01, 0.00, -0.02], [-0.01, 0.02, 0.00], [0.03, 0.02, -0.01], [0.04, 0.01, 0.00], [0.02, 0.04, -0.02], [0.04, -0.03, 0.01]],
  "spin_multiplicity": 2,
  "max_force_ha_per_bohr": 0.0487,
  "orbital_gap_ev": [6.44, 6.86],
  "relative_energy_kcal_mol": 14.1,
  "total_charge": 1
}



{
  "formula": "C20H36Cl3NO8S2",
  "method": "the ωB97M-V functional and the def2-TZVPD basis",
  "elements": ["C", "C", "O", "C", "C", "C", "C", "C", "S", "O", "O", "O", "N", "C", "O", "C", "C", "C", "C", "O", "C", "C", "C", "C", "C", "S", "O", "O", "Cl", "C", "Cl", "C", "C", "Cl", "H", "H", "H", "H", "H", "H", "H", "H", "H", "H", "H", "H", "H", "H", "H", "H", "H", "H", "H", "H", "H", "H", "H", "H", "H", "H", "H", "H", "H", "H", "H", "H", "H", "H", "H", "H"],
  "coordinates": [[-0.6211, -1.6855, 5.1853], [0.1335, -1.8084, 3.8782], [-0.6430, -1.2384, 2.8294], [0.0988, -0.5873, 1.8265], [-0.9138, -0.2600, 0.6977], [-1.8820, 0.7876, 1.2991], [-3.3813, 0.5933, 1.0079], [-4.1206, 0.0467, 2.2275], [-5.8820, 0.2147, 2.1163], [-6.3045, 0.0559, 0.7613], [-6.4582, -0.5273, 3.1825], [-6.0826, 1.7610, 2.4904], [-1.5793, -1.5018, 0.3328], [-0.8755, -2.2242, -0.5825], [-1.0623, -3.3837, -0.8574], [0.2086, -1.3250, -1.1640], [0.4673, -1.6190, -2.6497], [1.3156, -2.8812, -2.8565], [2.7952, -2.6328, -2.6128], [3.4804, -3.8609, -2.3920], [-0.1748, 0.1103, -0.6520], [1.0852, 0.9556, -0.3249], [1.8618, 1.6211, -1.4715], [3.3078, 1.9748, -1.0688], [4.3349, 0.9325, -1.5019], [5.9471, 1.5840, -1.8814], [5.8490, 2.4639, -2.9972], [6.9094, 0.5408, -1.8286], [6.2885, 2.7557, -0.2449], [-1.0491, 0.8429, -1.7289], [-2.4073, -0.1877, -2.3178], [-1.6841, 2.2152, -1.4099], [-0.7867, 3.3275, -0.8812], [-2.4164, 2.8843, -2.9214], [-0.9996, -0.6678, 5.2986], [0.0262, -1.9145, 6.0321], [-1.4792, -2.3588, 5.2048], [1.1032, -1.3004, 3.9386], [0.3216, -2.8596, 3.6312], [0.5405, 0.3360, 2.2298], [0.9189, -1.2237, 1.4757], [-1.5739, 1.7852, 0.9863], [-1.7349, 0.7656, 2.3796], [-3.8304, 1.5491, 0.7220], [-3.5321, -0.0713, 0.1574], [-3.8285, 0.5752, 3.1344], [-3.9721, -1.0258, 2.3742], [-6.2591, 2.2489, 1.6709], [-2.1748, -1.9833, 0.9879], [1.1214, -1.6290, -0.6383], [0.9746, -0.7727, -3.1249], [-0.4750, -1.7424, -3.1781], [1.1697, -3.2347, -3.8792], [0.9783, -3.6804, -2.1949], [2.9167, -1.9713, -1.7464], [3.2431, -2.1412, -3.4859], [4.0929, -3.7655, -1.6581], [1.7872, 0.2973, 0.1928], [0.8233, 1.7290, 0.4037], [1.3738, 2.5458, -1.7741], [1.8688, 0.9737, -2.3498], [3.5736, 2.9415, -1.4997], [3.3689, 2.0993, 0.0138], [4.0469, 0.4484, -2.4379], [4.5314, 0.1714, -0.7461], [-0.4032, 0.9855, -2.5959], [-2.5295, 2.0621, -0.7465], [-0.2815, 3.0571, 0.0458], [-1.4092, 4.1996, -0.6817], [-0.0569, 3.6267, -1.6319]],
  "forces_ev_per_a": [[-0.16, 0.05, -0.11], [0.11, -0.05, -0.07], [-0.13, 0.05, 0.11], [-0.02, 0.10, -0.01], [0.05, -0.12, 0.01], [-0.07, 0.01, -0.03], [-0.05, 0.03, -0.01], [0.04, -0.03, -0.18], [0.09, 0.21, 0.18], [-0.06, -0.08, -0.17], [-0.10, -0.10, 0.08], [0.06, 0.05, -0.17], [0.17, 0.14, 0.09], [-0.08, 0.10, 0.08], [-0.13, -0.29, -0.14], [0.01, 0.15, -0.15], [0.04, 0.02, -0.08], [0.00, -0.02, 0.00], [0.08, -0.05, -0.01], [-0.06, -0.05, 0.06], [0.00, 0.06, 0.01], [0.13, -0.09, 0.01], [0.04, -0.08, 0.03], [-0.10, 0.14, -0.04], [0.01, -0.15, 0.21], [-0.25, 0.23, -0.02], [0.01, 0.05, -0.07], [0.14, -0.27, -0.09], [0.04, 0.10, 0.17], [0.02, 0.11, 0.15], [0.06, 0.01, -0.04], [0.06, 0.08, -0.02], [-0.19, 0.18, 0.06], [0.04, -0.09, 0.00], [0.10, 0.00, 0.05], [-0.02, -0.06, -0.03], [0.04, 0.00, 0.01], [-0.06, 0.04, 0.03], [0.10, 0.04, 0.05], [0.01, -0.05, -0.03], [-0.09, -0.10, -0.05], [0.07, -0.14, 0.10], [-0.06, 0.02, -0.02], [0.01, -0.01, 0.11], [-0.02, 0.06, 0.04], [-0.06, -0.12, 0.09], [0.12, 0.07, 0.04], [-0.04, -0.05, 0.09], [0.13, -0.09, 0.05], [-0.02, 0.15, 0.13], [0.00, 0.02, 0.02], [-0.03, 0.02, 0.06], [0.05, -0.05, 0.04], [-0.04, 0.09, 0.00], [0.05, 0.05, 0.00], [-0.04, 0.14, 0.10], [-0.01, 0.02, -0.11], [-0.02, -0.07, 0.00], [0.18, -0.21, -0.03], [0.08, -0.26, -0.04], [0.06, 0.00, -0.04], [0.03, -0.06, -0.08], [0.01, 0.06, -0.01], [0.08, -0.05, -0.02], [-0.12, -0.06, -0.05], [-0.06, -0.08, -0.04], [0.04, 0.06, -0.17], [-0.11, 0.18, -0.19], [-0.01, -0.02, 0.00], [-0.13, 0.03, 0.11]],
  "smiles": "CCOC[C@]1(CCCS(=O)(=O)O)NC(=O)[C@@H](CCCO)[C@@]1(CCCCS(=O)(=O)Cl)[C@@H](Cl)[C@@H](C)Cl",
  "spin_multiplicity": 1,
  "max_force_ha_per_bohr": 0.0067,
  "orbital_gap_ev": 9.64,
  "total_charge": 0
}